No. 1
# C5H8O

One molecule with the formula C5H8O (ωB97M-V/def2-TZVPD, the Open Molecules 2025 dataset).

Values from the calculation:
Orbital gap ... 9.7 eV
Electronic energy ... -270.46862 hartree
SMILES ... C=CC/C=C/O

Last column: Mulliken charge in e.
Element x y z (Å)
1 C -1.566 -0.326 -0.569  -0.798
2 C -0.920 0.842 -0.548  -0.045
3 C 0.035 1.274 0.564  -0.525
4 C 1.183 0.362 0.209  -0.349
5 C 1.212 -0.869 0.719  -0.346
6 O 1.483 -1.968 -0.055  -0.484
7 H -1.565 -1.002 0.288  0.301
8 H -2.101 -0.663 -1.452  0.262
9 H 0.882 -1.853 -0.807  0.360
10 H -0.873 1.441 -1.458  0.300
11 H -0.369 1.036 1.557  0.307
12 H 0.248 2.347 0.519  0.286
13 H 1.604 0.511 -0.788  0.365
14 H 0.867 -1.106 1.725  0.365


No. 2
# C5H8O

C5H8O as an isolated structure (ωB97M-V/def2-TZVPD, the Open Molecules 2025 dataset).

Values from the calculation:
Orbital gap ... 10.4 eV
Electronic energy ... -270.47551 hartree

Last column: Mulliken charge in e.
Element x y z (Å)
1 C 1.378 -0.464 1.094  -1.206
2 C 0.078 -0.809 0.397  0.323
3 O -1.032 -0.087 0.992  -0.441
4 C -1.449 0.352 -0.293  0.004
5 C -0.424 1.230 -0.925  -0.693
6 C -0.278 -0.271 -0.992  -0.355
7 H 1.194 -0.465 2.174  0.297
8 H 1.727 0.534 0.814  0.246
9 H 2.169 -1.190 0.877  0.344
10 H -0.122 -1.887 0.456  0.337
11 H -2.515 0.362 -0.501  0.380
12 H -0.718 1.700 -1.861  0.259
13 H 0.236 1.824 -0.296  0.162
14 H -0.244 -0.827 -1.923  0.342


No. 3
# C5H8O

A 2-piece molecular cluster, C5H8O overall (ωB97M-V/def2-TZVPD, the Open Molecules 2025 dataset).

Values from the calculation:
Orbital gap ... 9.1 eV
Electronic energy ... -270.42050 hartree
SMILES ... CC=C=C=CO.[H][H]

Last column: Mulliken charge in e.
Element x y z (Å)
1 C -0.171 -2.289 -0.681  -1.003
2 C -0.008 -0.999 -1.438  -0.743
3 C -0.074 0.199 -0.900  0.638
4 C -0.138 1.360 -0.379  0.269
5 C -0.203 2.569 0.143  -0.478
6 O -0.422 2.866 1.450  -0.491
7 H -1.110 -2.786 -0.954  0.283
8 H 0.643 -2.983 -0.919  0.309
9 H -0.176 -2.119 0.399  0.269
10 H 1.076 -0.369 2.435  0.219
11 H 0.166 -1.067 -2.512  0.333
12 H -0.081 3.470 -0.450  0.333
13 H 1.034 0.111 1.868  -0.251
14 H -0.537 2.037 1.937  0.313


No. 4
# C5H8O

One molecule with the formula C5H8O (ωB97M-V/def2-TZVPD, the Open Molecules 2025 dataset).

Values from the calculation:
Orbital gap (spin up / spin down) ... 7.5 / 7.5 eV
Electronic energy ... -270.36061 hartree

Last column: Mulliken charge in e.
Element x y z (Å)
1 C 0.135 1.857 -0.167  -1.357
2 C -0.514 0.508 -0.459  0.760
3 C 0.375 -0.517 -0.953  -0.496
4 O 0.323 -2.017 0.373  -0.465
5 C -1.062 -0.109 0.882  -0.869
6 C -0.587 -1.280 1.243  -0.197
7 H 1.001 1.728 0.492  0.340
8 H -0.588 2.491 0.355  0.357
9 H 0.464 2.359 -1.084  0.342
10 H -1.383 0.623 -1.114  0.291
11 H 0.054 -1.220 -1.713  0.264
12 H 1.452 -0.414 -0.834  0.274
13 H 1.163 -2.161 0.846  0.356
14 H -0.834 -1.850 2.133  0.399


No. 5
# C5H8O

One molecule with the formula C5H8O (ωB97M-V/def2-TZVPD, the Open Molecules 2025 dataset).

Values from the calculation:
Orbital gap ... 9.3 eV
Electronic energy ... -270.43228 hartree

Last column: Mulliken charge in e.
Element x y z (Å)
1 O -1.201 1.483 -1.558  -0.304
2 C -1.577 0.217 -1.598  -0.690
3 C -0.974 -0.497 -0.420  -0.301
4 C 0.004 0.191 0.505  0.050
5 C 0.868 -0.672 1.378  -0.601
6 C 1.480 0.101 0.245  -0.575
7 H -1.615 1.919 -2.318  0.437
8 H -1.854 -0.857 0.140  0.331
9 H -0.534 -1.420 -0.828  0.306
10 H -0.351 1.125 0.935  0.381
11 H 1.069 -0.348 2.394  0.255
12 H 0.772 -1.749 1.261  0.226
13 H 2.099 0.958 0.493  0.248
14 H 1.814 -0.452 -0.630  0.238


No. 6
# C5H8O

C5H8O as an isolated structure (ωB97M-V/def2-TZVPD, the Open Molecules 2025 dataset).

Values from the calculation:
Orbital gap ... 10.7 eV
Electronic energy ... -270.41294 hartree

Last column: Mulliken charge in e.
Element x y z (Å)
1 C 1.084 0.468 -0.565  -0.679
2 C 0.701 -0.851 0.314  -0.734
3 C -0.654 -0.533 0.749  -0.107
4 C -1.275 0.068 -0.575  -0.530
5 C -0.102 1.028 -0.195  -0.017
6 H 1.328 0.323 -1.583  0.354
7 H 1.897 0.901 0.100  0.239
8 H 0.842 -1.939 -0.033  0.314
9 H 1.369 -0.828 1.234  0.322
10 H -1.068 -1.298 1.587  0.321
11 H -2.382 0.429 -0.387  0.284
12 H -0.896 -0.573 -1.294  0.304
13 H -0.506 2.031 -0.566  0.387
14 O -0.340 0.775 1.214  -0.459